The following is a quantum chemistry calculation of the ion C2H2NO4P with charge -2, from OMol25.

Element x y z (Å)
N: -2.964 -1.055 -0.390
C: -1.948 -0.495 -0.361
C: -0.491 0.711 -0.245
O: -0.699 1.605 0.664
P: 0.953 -0.492 -0.066
O: 1.394 -0.745 -1.456
O: 0.864 -1.669 0.863
O: 1.991 0.556 0.694
H: -0.633 1.068 -1.310
H: 1.534 0.517 1.607

## Properties
Energy: -21075.97908 eV
Relative energy (zero: lowest compared OMol25 entry of this formula, charge and spin): 17.63 kcal/mol
Kohn-Sham gap: 7.03 eV
Net charge: -2

The following is a quantum chemistry calculation of the molecule C2H2NPS, from OMol25.

Element x y z (Å)
C: -0.244 -0.209 0.030
C: 0.854 0.641 0.502
N: -0.608 -1.073 -0.909
P: -1.643 -1.907 -1.772
S: 2.381 0.907 1.247
H: -1.212 -0.014 0.436
H: 0.472 1.654 0.466

## Properties
Energy: -23716.05875 eV
Relative energy (zero: lowest compared OMol25 entry of this formula, charge and spin): 98.93 kcal/mol
Kohn-Sham gap: 6.38 eV
Net charge: 0

The following is a quantum chemistry calculation of a structure of composition C2H2NPS3, from OMol25.

Element x y z (Å)
C: -2.365 -1.027 0.071
C: -0.250 -0.132 -0.011
N: -3.468 -1.529 -0.143
P: -5.199 -0.629 -0.113
S: -4.503 1.237 -0.051
S: -0.826 -1.796 0.052
S: -1.827 0.747 0.040
H: 0.293 0.010 0.893
H: 0.227 -0.048 -0.975

## Properties
Energy: -45389.47500 eV
Relative energy (zero: lowest compared OMol25 entry of this formula, charge and spin): 15.63 kcal/mol
Kohn-Sham gap: 6.94 eV
Net charge: 0

The following is a quantum chemistry calculation of the molecule C2H2O, from OMol25.

Element x y z (Å)
C: 0.100 0.181 -0.590
C: -0.062 0.072 0.787
O: 0.031 -0.210 1.962
H: -0.535 0.747 -1.311
H: 0.466 -0.790 -0.848

## Properties
Energy: -4152.17917 eV
Relative energy (zero: lowest compared OMol25 entry of this formula, charge and spin): 8.33 kcal/mol
Kohn-Sham gap: 9.95 eV
Net charge: 0

The following is a quantum chemistry calculation of a cluster of 2 separate species, C2H2O2 in total, from OMol25.

Element x y z (Å)
C: -0.855 1.324 0.337
C: 0.336 1.171 -0.023
O: 2.570 -0.678 0.160
O: 1.402 1.392 -0.427
H: -1.791 0.959 0.848
H: 2.222 -0.861 -0.732

## Properties
Energy: -6195.31085 eV
Relative energy (zero: lowest compared OMol25 entry of this formula, charge and spin): 109.39 kcal/mol
Kohn-Sham gap (spin up / spin down): 8.73 / 7.35 eV
Net charge: 0

The following is a quantum chemistry calculation of the ion C2H2O2 with charge +1, from OMol25.

Element x y z (Å)
C: 0.196 -1.083 -0.056
O: 0.944 0.028 -0.117
C: -0.071 0.976 0.067
O: -1.138 0.434 0.109
H: 0.128 -1.638 -0.998
H: -0.015 -1.479 0.944

## Properties
Spin multiplicity: 2
Energy: -6187.59143 eV
Kohn-Sham gap (spin up / spin down): 9.16 / 10.81 eV
Net charge: +1

The following is a quantum chemistry calculation of a structure of composition C2H2O2PSr, from OMol25.

Element x y z (Å)
P: -0.615 2.066 0.036
O: 0.972 1.570 0.401
C: 0.858 0.321 1.273
H: 0.374 0.350 2.279
H: 1.858 -0.063 1.500
C: -0.105 -0.457 0.438
O: -1.045 0.349 0.049
Sr: 0.486 -2.302 -1.212

## Properties
Energy: -16315.32329 eV
Kohn-Sham gap (spin up / spin down): 4.44 / 5.00 eV
Net charge: +1

The following is a quantum chemistry calculation of the molecule C2H2O2S, from OMol25.

Element x y z (Å)
O: 1.801 -1.362 -0.001
C: 1.065 -0.356 -0.014
C: -0.405 -0.181 0.090
O: -0.577 1.149 -0.068
S: -1.544 -1.371 -0.040
H: 1.241 0.822 -0.269
H: -1.580 1.298 0.302

## Properties
Energy: -17034.33447 eV
Relative energy (zero: lowest compared OMol25 entry of this formula, charge and spin): 38.98 kcal/mol
Kohn-Sham gap: 7.98 eV
Net charge: 0

Question: Look up the net charge of the second one.
Answer: 0

Copy entry 8 word for word.
The following is a quantum chemistry calculation of the molecule C2H2O2S, from OMol25.

Element x y z (Å)
O: 1.801 -1.362 -0.001
C: 1.065 -0.356 -0.014
C: -0.405 -0.181 0.090
O: -0.577 1.149 -0.068
S: -1.544 -1.371 -0.040
H: 1.241 0.822 -0.269
H: -1.580 1.298 0.302

## Properties
Energy: -17034.33447 eV
Relative energy (zero: lowest compared OMol25 entry of this formula, charge and spin): 38.98 kcal/mol
Kohn-Sham gap: 7.98 eV
Net charge: 0

Repeat the fourth record exactly.
The following is a quantum chemistry calculation of the molecule C2H2O, from OMol25.

Element x y z (Å)
C: 0.100 0.181 -0.590
C: -0.062 0.072 0.787
O: 0.031 -0.210 1.962
H: -0.535 0.747 -1.311
H: 0.466 -0.790 -0.848

## Properties
Energy: -4152.17917 eV
Relative energy (zero: lowest compared OMol25 entry of this formula, charge and spin): 8.33 kcal/mol
Kohn-Sham gap: 9.95 eV
Net charge: 0